Computed, not measured: 9 unconnected molecules or ions with the total composition C11H39O9, with the ωB97M-V functional and the def2-TZVPD basis.

* HOMO level: -6.7 eV
* LUMO: 2.981 eV
* relative energy (zero: lowest compared OMol25 entry of this formula, charge and spin): 0.000 eV

The geometry in ORCA input format:
```
! RIJCOSX wB97M-V def2-TZVPD def2/J DEFGRID3
* xyz -1 1
O -0.193 0.393 -0.751
H -0.080 0.029 0.129
C -3.016 -1.534 -1.958
O -2.089 -0.689 -2.622
H -3.686 -1.950 -2.715
H -2.518 -2.378 -1.472
H -3.635 -0.956 -1.268
H -1.520 -0.334 -1.906
C 3.342 -0.619 1.127
O 4.182 -0.743 -0.008
H 2.496 -1.315 1.100
H 3.912 -0.816 2.032
H 2.897 0.381 1.159
H 3.665 -0.378 -0.763
C 0.466 -3.273 -0.790
O -0.010 -2.353 0.185
H 0.488 -4.279 -0.360
H -0.218 -3.345 -1.637
H 1.498 -3.056 -1.067
H 0.056 -1.482 -0.277
C 0.614 -3.769 3.203
O 0.357 -2.401 2.938
H 1.189 -4.206 2.379
H 1.186 -3.820 4.127
H -0.294 -4.378 3.278
H 0.134 -2.365 1.984
C 2.227 -0.511 -3.134
O 2.321 0.099 -1.852
H 1.578 -1.392 -3.093
H 1.877 0.228 -3.856
H 3.202 -0.907 -3.425
H 1.391 0.163 -1.511
C -4.136 -0.337 2.137
C -2.719 -0.297 1.591
O -2.575 0.850 0.761
H -4.578 0.588 2.498
H -4.235 -1.125 2.885
H -4.772 -0.648 1.299
H -2.488 -1.174 0.978
H -1.985 -0.340 2.407
H -1.698 0.767 0.313
C 1.108 3.245 2.977
C 0.397 2.445 1.910
O 1.091 2.511 0.695
H 0.579 3.131 3.923
H 1.136 4.296 2.685
H 2.142 2.904 3.074
H -0.613 2.869 1.811
H 0.189 1.424 2.258
H 0.724 1.864 0.060
C 0.929 3.297 -2.825
C -0.540 3.600 -2.560
O -1.295 2.401 -2.452
H 1.442 2.880 -1.954
H 1.489 4.185 -3.128
H 1.019 2.490 -3.553
H -0.892 4.128 -3.452
H -0.709 4.213 -1.670
H -0.829 1.790 -1.844
*
```

Computed, not measured: a molecular structure, BCsF4, with the ωB97M-V functional and the def2-TZVPD basis.

* HOMO level: -9.7 eV
* LUMO: -1.833 eV
* relative energy (zero: lowest compared OMol25 entry of this formula, charge and spin): 1.726 eV

The geometry in ORCA input format:
```
! RIJCOSX wB97M-V def2-TZVPD def2/J DEFGRID3
* xyz 0 1
Cs -1.967 3.006 2.683
B 0.364 -0.616 -0.528
F 1.419 -1.448 -0.864
F -0.064 -0.019 -1.665
F -0.718 -1.244 0.075
F 0.966 0.321 0.300
*
```

Computed, not measured: a molecular structure, C5H7O5, with the ωB97M-V functional and the def2-TZVPD basis.

* HOMO level (spin up / spin down): -8.9 / -9.1 eV
* LUMO (spin up / spin down): -2.684 / -1.953 eV
* relative energy (zero: lowest compared OMol25 entry of this formula, charge and spin): 5.479 eV

The geometry in ORCA input format:
```
! RIJCOSX wB97M-V def2-TZVPD def2/J DEFGRID3
* xyz 0 2
C -0.586 -1.729 0.182
C -0.083 -0.425 -0.286
C 1.327 -0.137 -0.592
C 1.754 1.053 -1.149
O 2.330 -0.604 2.055
O 1.357 -0.377 1.226
C -1.051 0.714 -0.047
O -0.659 1.861 0.017
O -2.347 0.334 0.164
O -3.219 1.556 0.125
H -1.664 -1.829 0.300
H -0.318 -2.576 -0.457
H -0.199 -2.027 1.167
H 1.659 -1.060 -1.096
H 2.880 1.112 -1.115
H 1.327 1.892 -0.596
H -2.507 2.242 0.102
*
```

Computed, not measured: 12 unconnected molecules or ions with the total composition C42H114N6O18, with the ωB97M-V functional and the def2-TZVPD basis.

* HOMO level: -8.6 eV
* LUMO: 0.503 eV
* relative energy (zero: lowest compared OMol25 entry of this formula, charge and spin): 0.860 eV
* SMILES: COCCNCCOC.COCCNCCOC.COCCNCCOC.COCCNCCOC.COCCNCCOC.COCCNCCOC.CO.CO.CO.CO.CO.CO

The geometry in ORCA input format:
```
! RIJCOSX wB97M-V def2-TZVPD def2/J DEFGRID3
* xyz 0 1
C 2.610 1.269 -4.678
O 2.610 1.990 -3.445
C 3.402 1.445 -2.399
C 3.379 2.286 -1.145
N 2.019 2.760 -0.934
C 1.964 3.781 0.080
C 0.515 4.354 0.126
O 0.177 4.877 -1.106
C -1.200 4.851 -1.392
H 3.621 1.299 -5.150
H 1.816 1.659 -5.351
H 2.361 0.207 -4.591
H 4.442 1.263 -2.722
H 3.062 0.415 -2.162
H 4.157 3.065 -1.177
H 3.610 1.648 -0.288
H 1.662 3.169 -1.788
H 2.633 4.644 -0.150
H 2.260 3.331 1.131
H 0.503 5.083 0.947
H -0.167 3.521 0.438
H -1.370 5.064 -2.444
H -1.742 5.486 -0.664
H -1.540 3.818 -1.232
C -2.225 -5.285 -1.497
O -1.049 -5.391 -0.736
C -0.152 -4.346 -1.056
C -0.461 -2.990 -0.446
N -0.547 -3.198 1.070
C -1.407 -2.174 1.669
C -1.501 -2.311 3.195
O -2.137 -3.618 3.361
C -1.803 -4.218 4.572
H -2.863 -4.402 -1.113
H -2.770 -6.254 -1.392
H -1.986 -5.065 -2.529
H -0.007 -4.272 -2.140
H 0.816 -4.629 -0.604
H -1.458 -2.649 -0.847
H 0.331 -2.201 -0.590
H -1.135 -4.098 1.148
H -2.393 -2.334 1.341
H -1.049 -1.186 1.416
H -2.105 -1.541 3.611
H -0.495 -2.329 3.617
H -2.584 -4.911 4.834
H -1.819 -3.497 5.458
H -0.846 -4.732 4.633
C 1.265 -2.550 -6.797
O 0.910 -2.154 -5.500
C -0.390 -2.450 -5.107
C -1.384 -1.332 -5.410
N -2.620 -1.438 -4.624
C -3.294 -0.086 -4.641
C -4.643 -0.093 -3.962
O -5.452 -1.165 -4.675
C -6.680 -1.385 -3.950
H 1.324 -3.639 -6.831
H 2.241 -2.136 -7.030
H 0.532 -2.196 -7.537
H -0.330 -2.738 -4.055
H -0.764 -3.303 -5.714
H -1.508 -1.131 -6.482
H -0.879 -0.432 -5.016
H -3.194 -2.132 -5.078
H -3.363 0.313 -5.649
H -2.695 0.673 -4.050
H -5.110 0.889 -4.009
H -4.552 -0.444 -2.955
H -7.371 -0.569 -4.241
H -6.435 -1.352 -2.858
H -7.079 -2.380 -4.290
C 2.130 -3.638 6.405
O 1.029 -2.779 5.999
C 0.889 -1.611 6.918
C 0.098 -0.578 6.088
N 0.922 -0.168 4.889
C 0.176 0.602 3.947
C 0.844 0.777 2.598
O 1.249 -0.498 2.100
C 2.002 -0.480 0.968
H 2.208 -4.467 5.621
H 1.922 -4.034 7.400
H 3.098 -3.140 6.352
H 1.879 -1.222 7.175
H 0.372 -1.960 7.796
H -0.161 0.345 6.679
H -0.821 -1.147 5.724
H 1.263 -1.038 4.490
H 0.079 1.655 4.219
H -0.829 0.199 3.837
H 1.736 1.431 2.754
H 0.166 1.269 1.891
H 2.493 -1.439 0.754
H 2.734 0.279 1.129
H 1.403 -0.177 0.132
C 3.617 2.467 4.266
O 3.970 2.720 2.886
C 4.867 3.851 2.791
C 5.759 3.637 1.478
N 6.603 2.453 1.563
C 7.352 2.192 0.365
C 8.082 0.912 0.333
O 7.071 -0.102 0.350
C 7.599 -1.365 0.698
H 3.033 1.540 4.320
H 2.971 3.337 4.582
H 4.479 2.475 4.931
H 5.551 3.854 3.663
H 4.383 4.824 2.749
H 6.403 4.537 1.402
H 5.154 3.618 0.533
H 6.036 1.634 1.777
H 8.081 3.008 0.258
H 6.696 2.196 -0.544
H 8.852 0.793 1.076
H 8.623 0.797 -0.659
H 8.252 -1.745 -0.082
H 6.755 -2.048 0.807
H 8.216 -1.344 1.599
C -1.792 4.446 3.414
O -1.800 3.461 2.359
C -2.955 2.686 2.425
C -2.947 1.840 1.193
N -4.011 0.810 1.396
C -4.089 -0.135 0.211
C -4.952 -1.275 0.589
O -4.913 -2.232 -0.350
C -5.558 -3.475 0.048
H -0.872 4.986 3.340
H -1.942 4.007 4.439
H -2.552 5.146 3.272
H -3.849 3.289 2.381
H -3.005 2.143 3.355
H -1.948 1.395 0.960
H -3.256 2.532 0.434
H -3.749 0.344 2.256
H -3.124 -0.452 -0.134
H -4.432 0.423 -0.685
H -6.002 -0.927 0.678
H -4.592 -1.626 1.571
H -5.015 -3.891 0.874
H -5.441 -4.200 -0.771
H -6.631 -3.284 0.240
C 3.997 -4.304 -0.929
O 4.019 -3.368 0.165
H 4.780 -4.034 -1.590
H 4.243 -5.283 -0.489
H 3.025 -4.374 -1.515
H 3.187 -3.447 0.699
C 2.175 -4.835 2.415
O 1.906 -3.642 1.661
H 1.253 -5.455 2.415
H 3.033 -5.391 1.952
H 2.510 -4.691 3.423
H 0.875 -3.486 1.609
C -0.152 3.568 -4.929
O -1.470 3.016 -5.006
H -0.182 4.629 -4.594
H 0.405 3.053 -4.170
H 0.320 3.530 -5.892
H -2.157 3.779 -5.027
C -4.140 4.215 -3.417
O -3.533 3.005 -3.077
H -3.437 5.046 -3.412
H -4.564 4.272 -4.394
H -4.889 4.432 -2.693
H -2.691 2.998 -3.470
C -6.771 2.511 0.333
O -6.993 1.462 1.260
H -6.270 3.340 0.864
H -6.114 2.327 -0.513
H -7.797 2.881 0.032
H -6.090 1.292 1.642
C -0.496 0.457 -1.893
O -0.329 1.100 -0.673
H -1.286 -0.295 -1.886
H -0.839 1.219 -2.628
H 0.432 -0.015 -2.345
H 0.515 1.636 -0.837
*
```